[1]
Below is 4 unconnected molecules or ions with the total composition C32H35Cl6N4 at a distorted geometry, with properties calculated with ωB97M-V/def2-TZVPD.

XYZ file:
```
77
Properties=species:S:1:pos:R:3:forces:R:3
Cl 6.90143 -3.34401 0.05775 0.4477 -0.1307 -0.0594
H 5.24098 -0.98581 -1.00619 -0.5893 -0.8517 0.7458
H -10.05572 3.25522 -0.54674 0.0347 0.0884 -0.1244
H -1.12428 -2.16733 1.21980 1.1010 0.1697 -0.0214
C -12.89356 2.62081 -2.27668 0.1038 0.0491 -0.0078
H -0.95009 2.73653 -1.64173 0.4589 -0.5082 1.0713
H 11.01952 -0.75514 0.48408 -0.1538 -0.0179 -0.0568
H 2.62105 -3.28394 -1.91020 0.7548 0.1242 0.6060
C -4.19388 3.32825 -1.04610 -0.1392 0.1267 -0.1276
H -0.29451 4.17867 0.42953 0.0845 -1.0532 -0.0895
C -5.16666 1.12718 -0.99765 -0.1937 0.0817 -0.1275
H 4.77505 -2.41854 0.11360 -0.2736 1.4993 -0.3049
C 8.51032 -3.02822 0.61468 0.2769 -0.2183 0.1900
H -7.20138 3.31191 -2.61136 0.5070 -0.3738 0.1991
C 4.61705 -1.33128 -0.13181 -0.8866 1.7182 0.1316
H -7.08349 0.93732 -1.95115 0.1199 -0.0568 0.0717
C -12.58381 3.27463 -3.46070 -0.0980 -0.1497 0.2311
C -6.33691 2.94146 -2.06633 0.1078 -0.1328 -0.0982
H 0.82858 3.03766 2.46281 -0.4094 -0.6384 -0.9607
H 1.29107 0.55134 2.44430 -0.4715 0.3389 -0.8664
H 0.97207 -4.71986 0.35306 0.7838 0.0390 0.3168
Cl -2.71836 1.45742 0.18111 -2.0511 -0.4333 0.5256
C -6.27012 1.60552 -1.69497 0.0099 0.2352 -0.0675
N 2.77754 -3.66157 -0.97645 0.3063 -0.4221 0.5449
H 4.41844 0.07576 4.28822 0.5906 0.0417 -0.2648
C 4.38551 -0.77572 2.44630 -0.4929 -0.0319 -0.6806
H 3.42257 -4.43491 -0.79694 -0.7425 0.1064 -0.6513
C 0.51704 2.43344 1.57501 -0.4177 -0.9376 -1.7963
N 2.17392 -1.72955 0.41229 -0.2733 -2.6754 -2.2383
H -0.26089 -4.09423 2.10098 1.0970 0.5370 -0.1560
C -0.03785 -2.02300 1.46936 0.0869 0.0894 0.4563
H 1.15026 -3.34948 2.89815 -0.4435 0.3593 -1.0264
Cl -5.14577 -0.54478 -0.55608 0.1481 -0.0335 0.0736
C 0.73916 -1.32852 0.27478 -2.0672 0.3823 1.8780
C -10.76316 3.26292 -1.36718 -0.1662 -0.1309 0.0788
H 5.52019 -1.07901 4.08868 0.1785 0.6637 -0.1377
H -13.84670 2.11692 -2.17066 0.0532 0.0437 -0.0430
C 0.79371 1.00509 1.55674 -0.8013 0.8336 -1.3660
H -3.38616 4.00569 -0.79536 -0.0039 -0.1317 0.0750
N 5.13378 -0.24744 3.62423 -0.8944 -0.9878 0.0329
H -5.34844 4.84826 -2.02480 0.0369 -0.0570 0.0301
H 3.33149 -0.37743 2.49630 0.9891 -0.4864 -0.1739
H -0.46988 0.18213 -1.65775 0.1988 0.8566 0.9445
C 0.59812 -3.38469 1.92027 -0.9099 -0.7401 1.2042
C -0.11688 3.08144 0.41610 0.8551 -2.4596 -0.0952
C -11.36314 3.92491 -3.60215 -0.1599 -0.0490 -0.0857
H 8.59688 -4.89005 1.68476 -0.0587 0.0960 -0.0951
H 4.30409 -1.89971 2.47088 0.0810 0.8953 0.0351
H -13.29822 3.27581 -4.27457 0.1437 0.0819 -0.0230
C 5.02181 -0.36046 1.05863 -0.1458 -0.2734 0.7175
H 2.87962 -1.22532 -1.59535 0.0437 0.1381 1.1356
H 0.34227 -1.73761 -0.69497 0.2901 0.6838 0.6690
H 4.66707 0.69285 0.85124 0.5215 -1.0737 -0.0632
C -0.20937 0.81874 -0.77271 1.6493 1.1046 1.9970
C 0.44049 0.19179 0.38958 -0.1752 1.8754 -1.3290
H -12.21927 2.10098 -0.30471 0.0487 0.0513 -0.0433
C -11.98106 2.61308 -1.22924 0.0056 0.0306 -0.0900
Cl -11.03295 4.71566 -5.10168 0.1357 0.0474 0.0564
C 9.19001 -1.86331 0.27894 0.1165 0.0812 0.0213
Cl 8.47879 -0.63553 -0.70865 -0.1329 -0.0632 -0.0499
C -5.29798 3.80398 -1.73926 0.0099 -0.1389 0.0202
H 12.10521 -2.45183 1.90259 -0.0683 0.0250 -0.0414
N 1.47727 -4.02821 0.91783 -0.0331 2.6540 -1.7031
C 3.09015 -1.00659 -0.50319 1.9375 0.4396 -0.6947
C 10.41419 -3.77581 1.88319 -0.0264 0.0832 -0.0461
C 9.12362 -3.98185 1.41841 0.1833 -0.0222 0.1009
C -4.12443 1.98978 -0.67498 -0.1756 0.0972 0.1123
H 3.02153 0.11225 -0.42001 -0.5791 -1.2323 0.2870
H 10.88890 -4.52122 2.50970 -0.0642 0.0254 -0.0493
H 6.13340 -0.30763 1.19174 -0.9268 -0.1943 -0.2057
C 2.16999 -3.13726 0.10670 -0.8775 0.5863 1.5087
C -0.48486 2.26013 -0.74019 1.9177 -0.3190 0.9690
Cl -8.92195 4.71969 -2.65874 -0.5250 0.5114 -0.2026
C 10.48389 -1.65974 0.74408 0.1606 -0.1528 0.1602
H -0.03000 -1.35585 2.37854 0.0852 -0.5542 -1.0899
C -10.45240 3.92130 -2.55145 -0.1177 -0.1342 0.1931
C 11.09612 -2.61403 1.54373 -0.1161 -0.0259 -0.0370
```
Positions in Å, forces in eV/Å.

The electronic energy comes out at -4220.2434 Eh. Its total charge is +1. The energy above the lowest of the compared OMol25 structures with the same formula, charge and spin is 186.1 kJ/mol. For the orbital gap, the calculation gives 0.2593 hartree.

Atomic partial charges in e from the Mulliken method, atoms 1 to 6: atom 1 (Cl): -0.1675, atom 2 (H): 0.2684, atom 3 (H): 0.4097, atom 4 (H): 0.4747, atom 5 (C): -0.4785, atom 6 (H): 0.4734

=====

[2]
Below is 9 unconnected molecules or ions with the total composition C39H94N2O23S7 at a distorted geometry, with properties calculated with ωB97M-V/def2-TZVPD.

XYZ file:
```
165
Properties=species:S:1:pos:R:3:forces:R:3
H 18.36864 -17.92718 3.74773 -0.3666 0.2011 -0.4136
H 22.85651 -15.67325 -10.75522 -0.5045 -0.4017 0.0904
H 26.04076 -15.51709 -8.72962 0.3184 -0.2931 0.3263
C 22.22977 -12.00105 -8.68282 0.6561 0.1816 1.0507
H 23.22622 -17.30761 -3.07826 0.1905 0.5885 0.0251
H 23.44481 -20.39973 -9.21977 0.3652 0.0003 0.0664
C 27.70193 -16.48150 -3.36181 -0.8142 0.6711 0.6866
S 19.89989 -16.64236 -10.16885 1.1631 -1.2819 -3.0077
H 19.36983 -15.23953 -2.70237 -0.5228 -0.1054 -0.2324
H 28.51759 -20.53721 -8.85491 -0.3292 0.3329 0.5371
H 22.61121 -18.90767 -9.24842 -0.0440 0.1983 0.3415
H 26.70248 -11.73936 -1.27207 0.1145 0.2184 0.2208
C 18.69706 -19.91211 -9.95324 -0.3620 0.4811 -0.7643
O 25.95876 -20.58213 -9.69097 -0.3322 -1.2351 -0.6637
H 21.88936 -12.77190 -7.97817 0.2691 -0.0444 0.0568
H 19.89091 -15.47140 -8.19479 -0.3007 -0.1102 0.5980
C 27.83804 -18.84909 -10.63299 0.5405 -0.2819 -0.0219
O 18.73879 -17.53652 -9.65415 -1.2130 0.3926 0.8412
C 24.47665 -18.44017 -10.98612 0.5647 -0.1669 -0.7564
H 25.19801 -17.76726 -11.47791 -0.2215 -0.1013 0.3449
H 25.98911 -19.83387 -5.98818 -0.2541 0.5210 -0.3833
H 20.79045 -10.96939 -11.61574 0.5135 0.0007 -0.3534
H 24.50321 -15.35207 -3.96635 -0.3000 -0.2568 -0.3484
C 24.72363 -18.61827 -9.48587 -0.8960 0.2186 0.3632
H 21.26930 -15.12408 -9.16921 -0.1186 -0.1078 -0.1753
C 23.22070 -15.00712 -11.51818 0.4249 -0.2686 -0.3025
H 27.46631 -17.95511 0.30065 0.0847 0.2020 -0.2258
C 26.19421 -11.23403 -2.08990 0.0243 -0.6250 0.4618
H 19.23000 -12.14268 -10.29831 0.0228 -0.0538 -0.3851
N 21.76252 -13.40521 -10.50413 0.3595 0.4538 -1.7356
H 24.85360 -14.36352 -6.83027 -0.0912 0.2953 0.2314
C 19.84982 -16.19498 0.14468 0.3501 -0.3096 -0.1118
S 18.93822 -17.54809 0.83220 -0.2706 -1.1192 0.0809
H 25.95345 -15.41102 -6.10161 0.1500 -0.4391 0.5537
O 20.98112 -13.56715 -11.69124 -1.0956 -0.2813 0.1390
H 27.50695 -17.65594 -5.05322 -0.3809 -0.5833 -0.2056
C 23.52981 -19.36721 -8.87021 -0.4509 0.1591 -0.9366
O 21.96507 -17.94308 -6.08365 0.0803 2.5192 1.4820
H 22.00366 -11.64235 -4.42379 -0.2732 -0.2140 -0.1640
O 19.85367 -18.47759 1.52901 -1.4561 1.4369 -1.5039
C 22.71393 -19.38852 0.12292 -0.3969 0.4849 -0.8460
H 16.85637 -15.84848 4.13362 -0.2363 -0.6295 0.0206
O 21.23995 -15.56777 -5.36037 0.9972 -1.4651 -0.6065
H 23.06313 -12.66632 -12.97705 -0.2101 -0.2513 -0.1153
H 18.09230 -14.03391 -3.15197 0.3428 0.0533 -0.0695
C 27.25348 -18.96440 -0.05131 0.6090 0.8957 0.1255
H 27.92161 -19.86464 -11.01387 -0.1733 -0.0697 0.0614
O 21.62734 -13.77880 -2.55998 -2.7126 0.8757 0.3719
H 24.68579 -13.00842 -12.44296 0.5753 -0.0094 0.0028
H 25.53866 -20.23897 -0.06226 -0.0968 0.2124 0.1600
H 19.46051 -19.91168 -10.75846 -0.5888 -0.6495 0.4076
O 20.18028 -11.93754 -3.47614 0.1243 -0.7693 1.1030
C 23.72361 -12.65933 -12.11598 -1.2744 0.6236 0.7447
H 21.91195 -11.04203 -8.24298 0.8344 -0.1171 0.1672
H 20.97308 -12.95789 -5.11360 0.0734 0.3967 -0.0921
C 19.91038 -12.25166 -9.46103 -0.5326 -0.8157 -0.1962
O 23.83099 -17.77238 1.81239 -0.0593 1.0379 0.0678
O 25.89439 -18.02203 -3.71104 0.0149 -0.9791 -0.4482
H 27.14791 -15.60716 -3.75257 0.1877 -0.4755 0.0419
H 25.08246 -13.66744 -9.93120 -0.1625 0.2605 0.1008
H 18.59703 -18.91844 -8.05591 -0.2163 0.6969 -0.0997
H 20.67940 -10.90026 -6.57650 0.1301 0.0295 0.2138
O 23.66428 -16.23243 -5.74487 -2.1228 -0.1069 1.8889
S 24.56847 -11.93327 -2.09130 -1.4673 0.5021 1.1168
C 21.43623 -10.83122 -10.74807 -0.5798 0.1000 0.2632
S 23.64380 -17.87370 0.40038 0.0473 -2.4653 -1.9949
H 27.36011 -18.25247 -11.39450 -0.5298 0.2563 0.0082
H 24.55659 -19.37855 -11.53754 -0.1190 -0.1293 0.1649
O 25.09474 -18.21145 -0.28222 -1.6053 0.4623 0.5361
H 25.69869 -13.50815 0.39691 -0.0918 -0.4476 0.0073
O 18.04650 -16.81092 1.93347 1.4172 -0.9256 0.8356
C 20.66226 -15.95331 -8.76824 0.4305 1.2722 -0.4367
C 28.16298 -19.64416 -8.29834 0.5136 -0.2635 -0.4460
H 26.19777 -16.21406 -10.23812 -0.2401 -0.5181 -0.3770
H 27.34143 -18.99889 -1.14067 0.0369 -0.0681 0.1830
H 21.72694 -18.05505 -3.37473 -0.3970 -0.4304 -0.0969
H 25.61757 -19.21515 1.40042 0.4256 -0.1921 0.7260
H 23.56447 -19.33768 -7.79074 -0.0988 0.0206 0.1998
H 20.39135 -9.91317 -5.12273 -0.1167 -0.1702 -0.0702
H 18.12646 -14.81549 3.64172 0.4124 -0.6603 0.4182
H 27.62837 -19.94244 -7.37988 0.3056 0.1282 -0.4072
O 24.14766 -19.49586 -2.99392 0.9577 -0.4834 -1.0800
C 22.22366 -17.10248 -3.43164 -0.6653 0.3795 -1.5309
O 19.27528 -15.61085 -10.98481 0.2893 -0.7845 1.3956
C 27.26934 -17.34740 -8.72412 0.5030 0.1167 0.7407
H 19.16263 -15.38982 -0.11839 0.0702 -0.1052 0.1441
H 28.28464 -16.94287 -8.91475 -0.6695 0.1173 -0.4337
H 23.29165 -14.35725 -4.82825 0.5613 -0.0563 -0.2029
H 26.82018 -14.39216 -0.60400 -0.1475 -0.3551 0.0306
O 23.89641 -11.43590 -3.27289 0.5429 -0.5955 0.8255
H 24.14839 -11.28087 -9.47246 -0.1437 -0.3008 -0.4129
C 25.25192 -14.62621 -5.84130 0.4044 1.3062 -1.1116
C 24.13872 -15.05152 -4.95883 -0.1288 -0.8747 -0.2363
H 20.24398 -14.18476 -11.43902 0.9062 0.5111 -0.2784
H 27.86614 -18.57808 -3.55911 0.3361 -0.4670 -0.0177
H 20.41604 -16.54026 -0.73032 -0.2806 -0.0713 0.2233
H 25.82952 -21.28584 -9.04660 -0.0813 0.2147 0.1838
H 20.58151 -15.90592 0.88778 0.0575 0.3410 0.1598
H 28.01541 -19.56325 0.40659 0.2191 -0.7577 0.1478
C 20.28152 -10.91052 -5.55864 0.4593 0.0180 -0.4108
C 20.98498 -11.93494 -4.70347 -0.0934 -0.1504 0.4200
C 17.93670 -15.81232 4.09703 0.9463 0.3204 -0.0470
C 25.80826 -14.44398 -0.17826 0.3241 1.5273 -0.5007
H 28.74688 -16.35797 -3.59431 0.4807 0.2733 0.2093
C 24.02194 -13.49062 -9.70048 -0.1530 0.2695 -0.6827
O 19.69338 -12.74091 -1.19626 1.1343 -1.1860 -2.5260
H 24.49291 -20.69178 -5.65089 -0.1999 0.1651 -0.0364
C 27.30252 -17.77011 -3.98582 -0.5135 0.1676 -0.4044
H 25.72623 -15.29139 0.49260 -0.1318 -0.1648 -0.0416
C 24.79915 -17.22212 -8.86075 -0.4746 -0.5429 0.6124
C 27.25760 -18.79923 -9.21209 -0.1052 0.4424 0.1831
H 27.51802 -16.53779 -2.28239 0.3050 0.1867 -0.1004
H 20.96646 -9.99227 -10.20633 0.1146 -0.3775 0.1480
H 18.52724 -20.84457 -9.40412 0.5710 0.0395 -0.2882
H 24.24051 -15.32704 -11.69099 0.4653 0.0497 -0.1516
C 25.00134 -19.73327 -5.53964 0.3364 -0.6850 1.2157
H 24.79493 -15.43812 -1.80144 -0.1363 0.3292 -0.0401
C 25.86374 -19.27733 0.35965 -0.8433 -0.1115 -1.0410
C 24.76210 -14.47343 -1.28321 -0.4806 -0.1249 0.2265
H 23.73664 -11.60551 -11.79761 0.5190 -0.5116 -0.0799
N 25.89678 -19.35712 -9.01437 0.8944 0.4626 -0.2853
H 23.75919 -14.29326 -0.89014 0.1524 -0.3135 -0.0258
H 27.28222 -17.38604 -7.63114 -0.4509 0.0127 0.2535
H 23.91158 -16.66095 -9.13906 -0.0684 0.1218 -0.3815
H 23.68964 -14.33269 -9.09093 0.0439 0.0048 0.3270
C 19.07407 -18.79060 -9.02838 1.2327 -0.6811 0.3874
H 23.47532 -18.02585 -11.16137 0.2033 -0.1247 0.1674
O 17.99354 -18.00109 -0.16443 1.0180 0.0553 0.7269
O 20.81116 -17.56149 -10.85655 -0.4998 1.3864 1.0072
C 26.07682 -16.51272 -9.19768 0.8112 1.0439 0.2269
O 26.43837 -20.48008 -3.44912 -1.5894 1.2243 -0.4461
C 18.60539 -16.94365 3.32221 -0.9342 0.5197 -0.2235
O 23.04845 -16.89905 -0.48619 0.7063 0.0830 1.2138
H 19.45526 -14.53000 -4.31620 -0.1782 0.3239 0.4110
H 24.68534 -17.30758 -7.76542 0.3776 -0.0763 -0.2312
H 19.66086 -11.42621 -8.81667 -0.1158 0.1405 0.6864
C 21.36142 -12.11338 -9.88985 0.2751 -0.3204 -0.7710
O 24.94069 -13.47233 -2.35348 0.1588 0.3571 0.4086
H 24.34972 -12.15706 -8.02692 -0.5128 -0.1457 -0.1301
H 19.65951 -13.24519 -9.01882 0.4016 0.8273 0.0234
H 17.72485 -19.65359 -10.39952 0.2534 -0.1246 -0.0073
H 19.23829 -11.17102 -5.64545 -0.4240 0.0397 0.0661
H 22.67529 -15.11816 -12.45789 -0.0681 -0.0560 0.3099
H 26.12918 -10.15610 -1.91101 0.0536 -0.3083 -0.3101
H 19.70486 -16.93861 3.31010 -0.4057 0.5837 -0.1644
H 21.60316 -16.32783 -2.93179 1.0067 -0.3077 -0.3298
H 28.85923 -18.46087 -10.57612 0.0330 -0.0464 0.0890
H 25.80353 -13.76924 -5.45568 -0.0302 0.0240 0.0884
H 29.06584 -19.07683 -8.03470 -0.1825 -0.0782 0.0497
H 22.44124 -10.48468 -10.97409 -0.0854 -0.2041 -0.2732
C 23.75984 -12.17158 -8.96369 -0.2729 0.3458 0.7395
O 23.93609 -11.75986 -0.77040 1.3007 -0.5323 -2.3641
C 23.19457 -13.59642 -11.00052 -0.4462 0.6724 0.7737
H 21.33735 -16.58720 -8.22145 -0.2340 -0.7266 0.2149
H 20.16881 -18.79541 -8.87699 -0.4800 -0.0943 0.1973
H 24.37892 -18.88420 -5.76925 -0.0258 0.1968 -0.6165
S 25.34762 -19.56789 -3.80762 1.0150 0.3567 1.6112
H 22.73776 -19.64574 -0.95302 0.5698 -0.0102 0.6016
H 26.68796 -11.56645 -3.00493 -0.1705 0.5130 -0.0707
H 18.34659 -15.89689 5.11435 -0.2680 0.4915 -0.1638
S 20.25745 -13.20216 -2.47871 1.2490 1.1456 0.4467
H 21.66334 -19.15328 0.30043 0.1057 0.1949 0.4501
S 22.15744 -16.70738 -5.28373 0.3215 -1.0500 0.1662
C 19.13434 -14.33720 -3.28145 0.7281 -0.4724 0.6082
H 23.01240 -20.18149 0.79997 0.2311 -0.0158 -0.1093
```
Positions in Å, forces in eV/Å.

The electronic energy comes out at -6169.5392 Eh. Its total charge is 0. The energy above the lowest of the compared OMol25 structures with the same formula, charge and spin is 0.0 kJ/mol. For the orbital gap, the calculation gives 0.3264 hartree.

Atomic partial charges in e from the Mulliken method, atoms 1 to 6: atom 1 (H): 0.3123, atom 2 (H): -0.3695, atom 3 (H): 0.3676, atom 4 (C): -0.8673, atom 5 (H): -0.5400, atom 6 (H): 0.6209

=====

Q: Which of these has the highest electronic energy?
A: C32H35Cl6N4

=====

Q: The highest energy above the lowest of the compared OMol25 structures with the same formula, charge and spin belongs to which entry?
A: C32H35Cl6N4

=====

Q: Which of these has the highest electronic energy?
A: C32H35Cl6N4

=====

Q: The lowest total charge belongs to which entry?
A: C39H94N2O23S7